No. 1
Formula: C31H20Br3N5O3Ru
Source: the Open Molecules 2025 dataset
Level of theory: wB97M-V/def2-TZVPD

Atoms and positions in Å:
Ru: -0.329 -0.050 -0.344
Br: 3.826 -0.873 5.691
C: 3.135 -0.809 3.939
C: 3.976 -0.470 2.877
C: 3.443 -0.372 1.612
C: 2.069 -0.576 1.349
O: 1.621 -0.342 0.167
C: 1.223 -1.012 2.446
C: -0.138 -1.346 2.296
N: -0.869 -1.230 1.178
C: -2.174 -1.639 1.142
C: -2.793 -2.575 1.995
C: -4.132 -2.882 1.832
C: -4.910 -2.267 0.865
C: -4.340 -1.320 -0.005
C: -5.056 -0.629 -1.005
C: -4.391 0.283 -1.805
C: -3.031 0.491 -1.637
N: -2.322 -0.154 -0.701
C: -2.955 -1.031 0.116
C: 1.801 -1.102 3.727
H: 5.020 -0.270 3.054
H: 4.068 -0.092 0.778
H: -0.648 -1.686 3.192
H: -2.218 -3.089 2.748
H: -4.579 -3.624 2.474
H: -5.955 -2.513 0.761
H: -6.111 -0.815 -1.127
H: -4.919 0.834 -2.566
H: -2.489 1.194 -2.257
H: 1.192 -1.404 4.566
Br: 1.460 3.741 -3.067
C: 1.290 1.990 -3.744
C: 1.769 1.654 -5.001
C: 1.646 0.363 -5.470
Br: 2.312 -0.041 -7.197
C: 1.049 -0.654 -4.681
C: 0.865 -1.990 -5.084
C: 0.305 -2.885 -4.205
C: -0.052 -2.458 -2.920
N: 0.083 -1.212 -2.531
C: 0.601 -0.312 -3.382
C: 0.682 1.043 -2.892
O: 0.216 1.349 -1.754
H: 2.234 2.411 -5.615
H: 1.166 -2.300 -6.074
H: 0.147 -3.913 -4.489
H: -0.453 -3.156 -2.198
N: 3.588 3.261 1.356
C: 2.961 2.732 2.426
O: 3.538 2.362 3.424
C: 1.480 2.541 2.284
C: 0.694 2.496 3.434
C: -0.656 2.216 3.313
C: -1.161 1.915 2.059
N: -0.406 1.922 0.961
C: 0.875 2.278 1.063
H: 4.581 3.419 1.425
H: 3.096 3.695 0.595
H: 1.162 2.694 4.386
H: -1.307 2.220 4.172
H: -2.206 1.667 1.921
H: 1.425 2.324 0.127

Calculated values
- total charge = +1
- E_LUMO (spin up / spin down) (eV) = -4.068 / -4.349
- Kohn-Sham gap (spin up / spin down) (eV) = 5.88 / 5.53
- spin multiplicity = 2

---

No. 2
Formula: C8H11CaN2O
Source: the Open Molecules 2025 dataset
Level of theory: wB97M-V/def2-TZVPD

Atoms and positions in Å:
Ca: 3.126 -2.587 -7.085
O: 1.373 -2.190 -3.168
H: 1.697 -1.959 -2.275
N: -0.127 3.611 -2.197
C: -0.869 3.667 -1.031
C: -0.837 4.909 -0.560
C: -0.129 5.689 -1.504
C: 0.204 4.865 -2.535
H: -0.023 2.776 -2.757
H: -1.311 2.822 -0.523
H: -1.260 5.356 0.328
H: 0.022 6.757 -1.459
H: 0.806 4.949 -3.428
N: -0.492 -3.832 1.745
C: 0.465 -3.177 2.346
C: 0.526 -3.506 3.571
C: -0.556 -4.313 3.800
C: -1.281 -4.470 2.675
H: -0.669 -3.785 0.752
H: 1.141 -2.561 1.772
H: 1.246 -3.330 4.356
H: -0.842 -4.736 4.752
H: -2.214 -4.954 2.426

Calculated values
- total charge = +1
- E_LUMO (eV) = -7.655
- Kohn-Sham gap (eV) = 1.91

---

No. 3
Formula: C20H28F30N7O22S10
Source: the Open Molecules 2025 dataset
Level of theory: wB97M-V/def2-TZVPD

Atoms and positions in Å:
C: -1.588 -1.864 0.498
N: -2.687 -0.841 0.398
C: -3.450 -1.112 -0.879
C: -3.477 -1.001 1.682
C: -2.038 0.525 0.499
C: -1.288 0.957 -0.752
O: -2.154 1.536 -1.699
H: -2.040 -2.849 0.627
H: -0.987 -1.767 1.397
H: -0.942 -1.777 -0.370
H: -3.856 -2.116 -0.806
H: -2.804 -0.998 -1.744
H: -4.194 -0.318 -0.882
H: -2.781 -1.080 2.513
H: -4.063 -1.906 1.554
H: -4.043 -0.081 1.809
H: -1.440 0.546 1.405
H: -2.856 1.237 0.612
H: -0.561 0.256 -1.175
H: -0.640 1.763 -0.382
H: -1.590 1.733 -2.477
C: 2.261 1.120 -2.980
N: 3.640 1.720 -3.162
C: 3.631 2.735 -4.262
C: 4.081 2.276 -1.831
C: 4.584 0.589 -3.562
C: 6.043 0.895 -3.233
O: 6.510 2.083 -3.954
H: 2.044 0.685 -2.005
H: 2.074 0.349 -3.727
H: 1.578 1.958 -3.105
H: 2.993 2.360 -5.063
H: 4.614 3.055 -4.583
H: 3.046 3.596 -3.931
H: 4.833 3.066 -1.842
H: 4.402 1.430 -1.235
H: 3.264 2.867 -1.414
H: 4.395 0.375 -4.608
H: 4.353 -0.259 -2.916
H: 6.706 0.093 -3.563
H: 6.288 1.091 -2.191
H: 7.297 2.347 -3.468
C: -4.976 2.331 9.524
F: -4.020 3.005 8.878
F: -4.382 1.569 10.438
F: -5.796 3.142 10.163
S: -5.983 1.222 8.302
O: -6.295 0.056 9.045
O: -7.091 2.039 7.913
N: -4.827 0.767 7.131
S: -4.965 1.615 5.807
O: -5.553 0.913 4.691
O: -5.342 3.002 5.911
C: -3.151 1.587 5.245
F: -3.130 2.137 4.035
F: -2.333 2.211 6.087
F: -2.685 0.324 5.108
C: 1.050 0.560 3.376
F: 2.180 0.404 4.044
F: 0.770 -0.590 2.761
F: 0.045 0.864 4.177
S: 1.359 1.928 2.054
O: 1.910 1.293 0.865
O: 0.098 2.587 1.815
N: 2.309 3.012 2.955
S: 3.487 3.387 2.006
O: 4.499 2.350 1.795
O: 3.051 4.042 0.777
C: 4.316 4.767 3.078
F: 3.948 4.665 4.358
F: 5.642 4.662 3.114
F: 3.979 5.969 2.608
C: -0.681 -4.474 3.395
F: -1.141 -4.057 4.574
F: -0.249 -3.494 2.621
F: 0.318 -5.308 3.755
S: -1.979 -5.526 2.511
O: -1.383 -5.746 1.214
O: -2.138 -6.646 3.385
N: -3.351 -4.481 2.297
S: -4.474 -5.533 2.124
O: -4.254 -6.687 1.291
O: -5.183 -5.819 3.354
C: -5.824 -4.533 1.148
F: -6.461 -5.422 0.360
F: -6.801 -4.046 1.907
F: -5.324 -3.585 0.350
C: -0.155 4.391 -2.410
F: 0.915 3.787 -1.855
F: -1.226 4.007 -1.744
F: 0.050 5.692 -2.274
S: -0.270 3.858 -4.212
O: -1.263 4.763 -4.734
O: 1.078 3.960 -4.730
N: -0.698 2.188 -4.023
S: -0.729 1.646 -5.472
O: -1.565 2.462 -6.332
O: 0.528 1.160 -6.018
C: -1.610 -0.021 -5.202
F: -2.762 0.182 -4.515
F: -1.902 -0.519 -6.403
F: -0.892 -0.852 -4.473
C: 5.931 -3.606 -4.879
F: 6.246 -4.700 -4.152
F: 6.677 -2.587 -4.461
F: 6.224 -3.939 -6.140
S: 4.087 -3.256 -4.785
O: 3.929 -1.927 -5.309
O: 3.562 -4.331 -5.598
N: 3.780 -3.371 -3.138
S: 2.290 -3.740 -3.134
O: 1.458 -2.952 -4.026
O: 1.965 -5.155 -3.201
C: 1.656 -3.302 -1.368
F: 1.569 -1.950 -1.333
F: 0.430 -3.773 -1.241
F: 2.350 -3.849 -0.382

Calculated values
- total charge = -3
- E_LUMO (eV) = 4.145
- Kohn-Sham gap (eV) = 8.37

---

No. 4
Formula: C50H39F3MnN5P2S2
Source: the Open Molecules 2025 dataset
Level of theory: wB97M-V/def2-TZVPD

Atoms and positions in Å:
Mn: 0.227 0.165 -0.091
C: -3.027 1.091 -0.226
N: -1.941 1.386 0.686
C: -1.497 2.750 0.853
C: -0.113 2.712 1.434
N: 0.600 1.622 1.488
C: 1.813 1.974 2.062
C: 2.943 1.197 2.284
C: 4.040 1.830 2.833
C: 4.015 3.198 3.145
C: 2.897 3.979 2.916
C: 1.798 3.336 2.364
N: 0.540 3.778 1.968
C: -2.745 -0.248 -0.841
N: -1.558 -0.783 -0.811
C: -1.564 -1.918 -1.571
C: 0.117 -2.805 -3.258
C: -0.511 -4.094 -3.828
C: -3.074 -3.742 -3.978
C: -3.519 -3.071 -2.913
C: -2.833 -2.084 -2.087
N: -3.569 -1.017 -1.576
H: -3.015 1.839 -1.023
H: -4.022 1.117 0.238
H: -2.014 0.878 1.558
H: -2.147 3.372 1.486
H: -1.443 3.206 -0.141
H: 2.948 0.154 1.991
H: 4.949 1.270 3.002
H: 4.902 3.658 3.561
H: 2.893 5.039 3.138
H: 0.226 4.731 1.932
H: 1.206 -2.864 -3.288
H: 0.183 -4.595 -4.507
H: -3.763 -4.462 -4.409
H: -4.540 -3.277 -2.596
H: -4.520 -0.805 -1.824
S: 2.783 2.238 -1.201
P: 2.792 0.365 -1.854
C: 2.088 -0.870 -0.961
P: 1.178 -2.213 -0.657
S: 0.414 -2.209 1.222
C: 2.190 -3.748 -0.802
C: 3.295 -3.737 -1.646
C: 4.111 -4.855 -1.773
C: 3.836 -5.996 -1.035
C: 2.755 -6.006 -0.161
C: 1.941 -4.890 -0.043
C: -0.321 -2.749 -1.761
C: -0.415 -1.712 -4.142
C: -1.393 -2.153 -4.921
C: -1.739 -3.607 -4.668
C: -0.821 -4.907 -2.602
C: -0.709 -4.189 -1.493
C: 2.440 0.318 -3.662
C: 2.659 -0.856 -4.375
C: 2.435 -0.909 -5.742
C: 1.980 0.220 -6.412
C: 1.770 1.398 -5.710
C: 2.007 1.449 -4.341
C: 4.595 -0.051 -1.913
C: 5.446 0.554 -2.837
C: 6.804 0.280 -2.835
C: 7.338 -0.598 -1.898
C: 6.501 -1.197 -0.969
C: 5.138 -0.926 -0.980
H: 3.539 -2.822 -2.168
H: 4.971 -4.822 -2.431
H: 4.472 -6.868 -1.122
H: 2.554 -6.885 0.439
H: 1.122 -4.883 0.665
H: -0.059 -0.690 -4.090
H: -1.959 -1.546 -5.619
H: -1.799 -4.171 -5.602
H: -1.139 -5.942 -2.637
H: -0.934 -4.517 -0.486
H: 3.018 -1.736 -3.859
H: 2.605 -1.833 -6.282
H: 1.793 0.180 -7.479
H: 1.418 2.282 -6.229
H: 1.846 2.358 -3.775
H: 5.038 1.253 -3.558
H: 7.451 0.755 -3.564
H: 8.401 -0.813 -1.895
H: 6.906 -1.885 -0.234
H: 4.470 -1.396 -0.267
F: -6.661 4.340 -4.599
C: -5.690 4.006 -5.487
F: -5.428 5.137 -6.177
F: -6.259 3.145 -6.354
C: -4.479 3.448 -4.821
C: -3.627 4.306 -4.132
C: -2.524 3.806 -3.469
C: -2.240 2.429 -3.467
C: -3.109 1.582 -4.178
C: -4.212 2.084 -4.844
C: -1.149 1.886 -2.739
C: -0.252 1.358 -2.079
H: -3.831 5.370 -4.125
H: -1.852 4.471 -2.942
H: -2.892 0.520 -4.193
H: -4.867 1.417 -5.390

Calculated values
- total charge = -1
- E_LUMO (spin up / spin down) (eV) = 2.143 / 2.139
- Kohn-Sham gap (spin up / spin down) (eV) = 5.83 / 6.25
- spin multiplicity = 6